1.
Here is a structure of composition C48H44N9O9Sr from OMol25. Energies are from ωB97M-V/def2-TZVPD.

Geometry (Å):
Sr1 0.032 -1.166 -1.631
C1 -2.506 1.408 -1.756
C2 -1.382 1.908 -2.611
C3 -1.576 2.909 -3.557
C4 -0.501 3.332 -4.314
C5 0.733 2.730 -4.141
C6 0.842 1.707 -3.207
N1 -0.186 1.332 -2.449
C7 2.131 0.956 -3.054
C8 3.110 1.047 -4.039
C9 4.301 0.374 -3.853
C10 4.468 -0.409 -2.727
C11 3.410 -0.526 -1.834
N2 2.287 0.182 -1.980
C12 3.480 -1.484 -0.690
C13 4.358 -2.566 -0.734
C14 4.362 -3.454 0.324
C15 3.512 -3.232 1.392
C16 2.653 -2.140 1.353
C17 1.689 -1.863 2.465
N3 2.634 -1.292 0.319
H1 -3.319 2.133 -1.721
H2 -2.143 1.196 -0.750
H3 -2.901 0.472 -2.158
H4 -2.555 3.356 -3.672
H5 -0.620 4.129 -5.038
H6 1.583 3.063 -4.715
H7 2.936 1.603 -4.946
H8 5.087 0.440 -4.594
H9 5.390 -0.946 -2.562
H10 4.961 -2.759 -1.609
H11 5.001 -4.328 0.298
H12 3.482 -3.912 2.233
H13 1.621 -2.705 3.153
H14 0.704 -1.645 2.052
H15 2.009 -0.985 3.029
O1 3.311 -6.785 -1.898
C18 2.512 -6.874 -0.855
O2 2.483 -7.852 -0.136
C19 1.648 -5.698 -0.569
C20 0.811 -5.622 0.523
N4 0.242 -4.409 0.495
N5 0.652 -3.677 -0.545
C21 1.496 -4.447 -1.214
C22 2.137 -3.867 -2.453
O3 2.992 -4.575 -3.037
O4 1.778 -2.713 -2.754
H16 3.198 -5.884 -2.384
H17 0.602 -6.347 1.292
H18 -0.466 -4.015 1.102
C23 1.561 1.548 4.497
O5 0.379 1.201 5.218
C24 -0.675 2.061 5.231
C25 -1.387 2.125 6.429
C26 -2.494 2.941 6.555
C27 -2.916 3.712 5.478
C28 -2.235 3.625 4.279
C29 -1.121 2.799 4.129
N6 -0.469 2.726 2.868
C30 -0.719 1.684 1.956
N7 -1.041 0.514 2.551
C31 -1.614 -0.685 2.020
C32 -1.385 -1.189 0.737
C33 -2.056 -2.403 0.490
C34 -2.839 -3.091 1.416
C35 -2.999 -2.562 2.690
C36 -2.391 -1.355 2.975
O6 -2.527 -0.805 4.253
C37 -3.654 0.058 4.344
N8 -0.586 1.850 0.691
C38 -0.503 3.150 0.173
C39 -1.650 3.959 0.201
C40 -1.721 5.181 -0.444
C41 -0.619 5.631 -1.159
C42 0.533 4.867 -1.181
C43 0.620 3.645 -0.512
O7 1.824 3.025 -0.634
C44 2.258 2.099 0.360
H19 2.367 0.998 4.979
H20 1.757 2.620 4.559
H21 1.490 1.255 3.451
H22 -1.033 1.520 7.253
H23 -3.025 2.981 7.497
H24 -3.779 4.358 5.567
H25 -2.565 4.187 3.413
H26 -0.409 3.615 2.393
H27 -1.113 0.539 3.558
H28 -1.971 -2.874 -0.492
H29 -3.322 -4.024 1.148
H30 -3.584 -3.053 3.458
H31 -4.575 -0.487 4.121
H32 -3.561 0.896 3.645
H33 -3.685 0.442 5.363
H34 -2.517 3.556 0.714
H35 -2.636 5.760 -0.410
H36 -0.651 6.572 -1.693
H37 1.414 5.196 -1.718
H38 3.286 1.856 0.094
H39 1.671 1.187 0.366
H40 2.240 2.577 1.347
O8 -3.990 -1.981 -2.968
C45 -3.152 -1.582 -3.758
C46 -3.498 -1.098 -5.174
C47 -2.138 -0.836 -5.804
C48 -1.185 -0.977 -4.620
O9 0.009 -0.689 -4.661
N9 -1.813 -1.454 -3.516
H41 -4.095 -0.190 -5.072
H42 -4.113 -1.839 -5.683
H43 -2.020 0.146 -6.262
H44 -1.860 -1.584 -6.549

The HOMO energy comes out at -4.979 eV. Its orbital gap is 7.20 eV. The calculation puts the energy above the lowest of the compared OMol25 structures with the same formula, charge and spin at 24.20 kcal per mole. As for the lowest unoccupied orbital energy: 2.220 eV. As for the charge: -1.



2.
Here is a structure of composition C48H44NO4Se2W from OMol25. Energies are from ωB97M-V/def2-TZVPD.

Geometry (Å):
W1 -0.036 0.040 -0.003
O1 -1.422 0.466 -1.233
C1 -2.248 1.612 -1.484
C2 -1.836 2.728 -0.437
C3 -0.400 3.157 -0.456
C4 -0.069 4.500 -0.237
C5 1.273 4.856 -0.276
C6 2.197 3.858 -0.536
C7 1.854 2.513 -0.567
C8 2.949 1.513 -0.696
C9 3.027 0.341 0.329
O2 1.827 -0.353 0.352
C10 3.348 0.861 1.721
C11 4.179 1.958 1.921
C12 4.644 2.236 3.205
C13 4.278 1.410 4.266
C14 3.418 0.309 4.052
C15 3.013 -0.015 2.769
C16 4.171 -0.569 -0.195
C17 3.909 -1.358 -1.309
C18 4.786 -2.288 -1.766
C19 5.968 -2.556 -1.091
C20 6.305 -1.648 -0.092
C21 5.434 -0.662 0.318
N1 0.532 2.145 -0.540
C22 -3.733 1.299 -1.368
C23 -4.604 1.875 -0.460
C24 -5.972 1.606 -0.525
C25 -6.480 0.658 -1.391
C26 -5.571 0.024 -2.241
C27 -4.207 0.291 -2.168
C28 -1.951 2.078 -2.906
C29 -2.973 2.759 -3.566
C30 -2.849 3.104 -4.906
C31 -1.721 2.779 -5.625
C32 -0.663 2.151 -4.967
C33 -0.789 1.763 -3.599
H1 -2.036 2.371 0.560
H2 -2.408 3.657 -0.602
H3 -0.846 5.282 -0.154
H4 1.594 5.912 -0.213
H5 3.253 4.144 -0.683
H6 3.823 2.141 -0.664
H7 2.839 1.067 -1.711
H8 4.468 2.648 1.153
H9 5.244 3.141 3.392
H10 4.644 1.582 5.248
H11 3.069 -0.295 4.896
H12 2.306 -0.834 2.560
H13 2.940 -1.244 -1.840
H14 4.518 -2.955 -2.612
H15 6.595 -3.403 -1.325
H16 7.249 -1.770 0.451
H17 5.777 -0.018 1.161
H18 -4.285 2.592 0.282
H19 -6.661 2.155 0.154
H20 -7.530 0.503 -1.387
H21 -5.925 -0.723 -2.958
H22 -3.505 -0.372 -2.736
H23 -3.821 3.097 -2.996
H24 -3.643 3.676 -5.421
H25 -1.675 3.064 -6.699
H26 0.284 1.984 -5.485
H27 0.059 1.208 -3.135
O3 -3.579 -0.021 5.385
C34 -2.707 -1.158 5.584
C35 -1.775 -1.223 4.361
C36 -1.124 -2.634 4.495
O4 0.195 -2.771 3.961
C37 -0.779 -0.077 4.450
Se1 -0.115 0.765 2.646
C38 -2.578 -1.127 3.098
Se2 -1.681 -1.559 1.352
H28 -4.165 0.077 6.165
H29 -3.223 -2.114 5.690
H30 -2.039 -1.013 6.485
H31 -1.832 -3.347 3.999
H32 -1.044 -2.934 5.559
H33 0.151 -2.640 3.010
H34 0.180 -0.376 4.850
H35 -1.212 0.770 4.980
H36 -2.938 -0.078 2.962
H37 -3.429 -1.786 3.096
C39 -1.120 -3.953 -4.273
C40 -1.219 -2.535 -4.156
C41 -0.829 -1.964 -2.935
C42 -0.207 -2.709 -1.899
C43 0.295 -2.089 -0.733
C44 0.873 -2.917 0.216
C45 1.074 -4.322 0.006
C46 0.490 -4.964 -1.059
C47 -0.104 -4.175 -2.072
C48 -0.526 -4.757 -3.293
H38 -1.480 -4.423 -5.228
H39 -1.665 -1.958 -4.985
H40 -0.926 -0.888 -2.682
H41 1.275 -2.462 1.151
H42 1.617 -4.810 0.806
H43 0.546 -6.065 -1.118
H44 -0.307 -5.814 -3.402

The HOMO energy (alpha / beta) comes out at -9.969 / -9.968 eV. Its orbital gap (alpha / beta) is 5.54 / 5.53 eV. As for the lowest unoccupied orbital energy (alpha / beta): -4.425 / -4.437 eV. As for the charge: +1.



3.
Here is a structure of composition C48H46AsF8O12 from OMol25. Energies are from ωB97M-V/def2-TZVPD.

Geometry (Å):
As1 12.133 -37.666 -1.243
F1 12.186 -37.665 -3.000
F2 11.551 -39.308 -1.304
F3 12.113 -37.716 0.503
F4 12.864 -36.049 -1.228
F5 10.574 -36.839 -1.299
F6 13.783 -38.189 -1.237
F7 10.106 -34.682 3.778
C1 10.411 -35.955 4.134
C2 10.734 -36.224 5.456
C3 11.160 -37.502 5.765
C4 11.266 -38.492 4.800
C5 11.001 -38.187 3.466
C6 10.607 -36.887 3.153
H1 10.532 -35.525 6.258
H2 11.352 -37.809 6.786
H3 11.585 -39.477 5.113
H4 10.957 -38.957 2.710
H5 10.466 -36.688 2.097
F8 10.440 -36.267 -6.452
C7 10.146 -34.984 -6.180
C8 10.973 -34.286 -5.309
C9 10.754 -32.934 -5.078
C10 9.675 -32.299 -5.679
C11 8.911 -32.971 -6.615
C12 9.166 -34.306 -6.895
H6 11.774 -34.873 -4.874
H7 11.423 -32.388 -4.427
H8 9.484 -31.257 -5.454
H9 8.108 -32.446 -7.117
H10 8.608 -34.806 -7.677
C13 9.287 -43.885 -4.336
C14 10.225 -43.399 -3.433
C15 10.486 -42.028 -3.406
C16 9.686 -41.173 -4.159
C17 8.768 -41.680 -5.070
C18 8.543 -43.051 -5.153
O1 7.647 -43.655 -6.003
O2 11.427 -41.597 -2.510
H11 9.047 -44.942 -4.351
H12 10.752 -44.056 -2.758
H13 9.755 -40.093 -4.218
H14 8.214 -40.964 -5.667
H15 7.097 -42.952 -6.368
H16 11.129 -40.750 -2.125
C19 15.657 -41.181 3.327
C20 15.557 -40.371 2.205
C21 15.063 -39.084 2.244
C22 14.531 -38.635 3.448
C23 14.528 -39.430 4.586
C24 15.189 -40.662 4.531
O3 15.246 -41.382 5.706
O4 15.172 -38.255 1.160
H17 15.941 -42.220 3.235
H18 15.901 -40.744 1.245
H19 14.106 -37.638 3.511
H20 14.127 -39.118 5.539
H21 16.008 -41.967 5.702
H22 14.437 -37.652 1.345
C25 16.626 -35.048 3.189
C26 15.750 -35.009 4.263
C27 14.399 -34.929 4.062
C28 13.860 -34.905 2.771
C29 14.721 -35.037 1.683
C30 16.099 -35.003 1.902
O5 16.931 -35.088 0.823
O6 13.567 -34.748 5.135
H23 17.690 -35.203 3.309
H24 16.148 -35.082 5.268
H25 12.806 -34.722 2.609
H26 14.299 -35.042 0.687
H27 17.849 -34.918 1.045
H28 12.627 -34.713 4.948
C31 9.387 -33.432 -1.538
C32 9.639 -32.100 -1.857
C33 9.898 -31.181 -0.856
C34 10.082 -31.592 0.455
C35 9.850 -32.915 0.788
C36 9.467 -33.816 -0.194
O7 9.283 -35.116 0.129
O8 9.964 -29.840 -1.193
H29 9.021 -34.171 -2.236
H30 9.597 -31.820 -2.902
H31 10.341 -30.805 1.154
H32 9.982 -33.279 1.799
H33 9.746 -35.826 -0.380
H34 9.681 -29.314 -0.440
C37 15.834 -40.406 -6.292
C38 15.583 -41.063 -5.078
C39 14.369 -40.900 -4.457
C40 13.408 -40.045 -4.989
C41 13.629 -39.472 -6.236
C42 14.867 -39.614 -6.862
O9 15.140 -39.054 -8.087
O10 14.146 -41.517 -3.263
H35 16.759 -40.592 -6.822
H36 16.367 -41.659 -4.632
H37 12.451 -39.879 -4.515
H38 12.825 -38.901 -6.688
H39 14.365 -38.783 -8.583
H40 13.213 -41.528 -2.994
C43 16.480 -32.567 -4.277
C44 16.394 -33.772 -3.572
C45 15.263 -34.044 -2.810
C46 14.255 -33.095 -2.677
C47 14.348 -31.890 -3.354
C48 15.446 -31.667 -4.171
O11 15.509 -30.498 -4.906
O12 15.136 -35.282 -2.262
H41 17.255 -32.290 -4.980
H42 17.158 -34.525 -3.699
H43 13.380 -33.247 -2.054
H44 13.609 -31.114 -3.280
H45 14.878 -29.837 -4.613
H46 14.214 -35.377 -1.909

The HOMO energy comes out at -5.541 eV. Its orbital gap is 7.72 eV. The calculation puts the energy above the lowest of the compared OMol25 structures with the same formula, charge and spin at 0.00 kcal per mole. As for the lowest unoccupied orbital energy: 2.178 eV. As for the charge: -1.



4.
Here is a structure of composition C48H46CaF2N4OP2Se from OMol25. Energies are from ωB97M-V/def2-TZVPD.

Geometry (Å):
Ca1 -0.466 -0.484 0.050
C1 -3.829 0.445 0.403
P1 -3.313 -0.744 1.770
C2 -4.950 -1.465 2.189
C3 -5.412 -1.356 3.496
C4 -6.652 -1.873 3.855
C5 -7.442 -2.499 2.905
C6 -6.988 -2.616 1.595
C7 -5.751 -2.106 1.242
C8 -2.593 -2.279 0.966
C9 -2.186 -3.251 1.889
C10 -1.674 -4.461 1.462
C11 -1.546 -4.726 0.101
C12 -1.941 -3.777 -0.820
C13 -2.466 -2.557 -0.391
C14 -2.913 1.639 0.263
C15 -3.161 2.984 0.459
C16 -1.920 3.657 0.247
C17 -0.997 2.681 -0.069
C18 0.493 2.745 -0.335
P2 1.305 1.782 1.039
C19 1.416 2.972 2.413
C20 1.672 2.446 3.681
C21 1.780 3.272 4.789
C22 1.603 4.641 4.648
C23 1.322 5.173 3.398
C24 1.230 4.345 2.287
C25 3.051 1.538 0.532
C26 4.123 1.720 1.402
C27 5.408 1.340 1.036
C28 5.639 0.763 -0.203
C29 4.575 0.571 -1.074
C30 3.293 0.953 -0.712
N1 -1.604 1.453 -0.060
H1 -4.815 0.787 0.720
H2 -3.958 -0.086 -0.546
H3 -4.798 -0.859 4.239
H4 -6.997 -1.787 4.878
H5 -8.410 -2.897 3.180
H6 -7.600 -3.111 0.851
H7 -5.398 -2.214 0.222
H8 -2.273 -3.048 2.952
H9 -1.366 -5.201 2.190
H10 -1.131 -5.668 -0.233
H11 -1.847 -3.975 -1.881
H12 -2.779 -1.832 -1.130
H13 -4.111 3.434 0.711
H14 -1.737 4.719 0.324
H15 0.848 3.772 -0.408
H16 0.744 2.247 -1.278
H17 1.789 1.374 3.800
H18 1.995 2.846 5.761
H19 1.676 5.291 5.511
H20 1.173 6.239 3.284
H21 1.001 4.782 1.326
H22 3.963 2.166 2.375
H23 6.226 1.483 1.731
H24 6.639 0.460 -0.486
H25 4.736 0.093 -2.031
H26 2.481 0.762 -1.408
F1 3.249 -3.813 -2.949
C31 2.709 -3.497 -1.745
C32 1.755 -2.508 -1.660
C33 1.209 -2.138 -0.427
C34 1.660 -2.815 0.735
C35 2.616 -3.824 0.577
F2 3.109 -4.519 1.642
C36 3.157 -4.187 -0.638
C37 1.136 -2.415 2.090
C38 1.404 -3.113 3.276
C39 0.939 -2.632 4.484
C40 0.212 -1.452 4.523
C41 -0.048 -0.834 3.319
N2 0.377 -1.302 2.143
H27 1.449 -2.016 -2.581
H28 3.901 -4.967 -0.705
H29 1.967 -4.029 3.249
H30 1.155 -3.176 5.395
H31 -0.148 -1.026 5.449
H32 -0.630 0.081 3.281
C42 1.331 4.296 -4.634
N3 2.418 3.347 -4.803
C43 3.722 3.678 -5.120
C44 4.414 2.525 -5.186
N4 3.529 1.504 -4.900
C45 3.866 0.089 -4.928
C46 2.294 2.008 -4.662
Se1 0.760 1.068 -4.205
H33 1.488 5.133 -5.310
H34 1.288 4.652 -3.605
H35 0.398 3.791 -4.868
H36 4.035 4.697 -5.261
H37 5.452 2.336 -5.395
H38 4.011 -0.242 -5.955
H39 3.043 -0.464 -4.483
H40 4.777 -0.075 -4.358
C47 -3.465 -0.863 -3.653
C48 -1.961 -1.019 -3.542
O1 -1.446 -0.399 -2.362
H41 -3.823 -1.297 -4.588
H42 -3.743 0.193 -3.646
H43 -3.982 -1.357 -2.829
H44 -1.464 -0.609 -4.423
H45 -1.675 -2.068 -3.466
H46 -1.603 0.557 -2.381

The HOMO energy comes out at -6.738 eV. Its orbital gap is 7.32 eV. The calculation puts the energy above the lowest of the compared OMol25 structures with the same formula, charge and spin at 28.85 kcal per mole. As for the lowest unoccupied orbital energy: 0.578 eV. As for the charge: 0.